1.
This record from OMol25 describes an isolated molecule of C5H4O2. The level of theory is ωB97M-V/def2-TZVPD.

XYZ file:
```
11
C5H4O2 (ωB97M-V/def2-TZVPD)
O 1.825 -1.421 0.247
C 0.964 -0.624 -0.031
O -0.844 -1.985 -0.993
C -0.490 -0.985 -0.431
C -1.317 0.206 0.033
C -0.282 1.310 0.032
C 0.979 0.855 0.012
H -1.626 -0.068 1.051
H -2.224 0.416 -0.535
H -0.557 2.362 0.030
H 1.888 1.445 0.012
```

- structure (SMILES) = O=C1C=CCC1=O
- Kohn-Sham gap (eV) = 8.8999
- energy above the lowest of the compared OMol25 structures with the same formula, charge and spin (kcal per mole) = 14.72
- net charge = 0
- HOMO level (eV) = -9.40
- largest force on an atom (eV Å⁻¹) = 0.6
- E_LUMO (Eh) = -0.0182
- energy (eV) = -9343.5437


2.
This record from OMol25 describes a cluster of 2 separate species, CH3F2N3 in total at a distorted geometry. The level of theory is ωB97M-V/def2-TZVPD.

XYZ file:
```
9
CH3F2N3 (ωB97M-V/def2-TZVPD)
C 1.871 -0.999 -0.074
N 2.417 0.099 -0.251
N 1.420 -2.079 -0.262
N -1.153 1.267 -0.251
F 2.186 1.384 0.232
F -0.773 0.009 0.306
H 1.663 -3.000 0.067
H -0.776 1.991 0.331
H -2.239 1.200 -0.277
```

- structure (SMILES) = N=C=NF.NF
- Kohn-Sham gap (eV) = 10.5947
- energy above the lowest of the compared OMol25 structures with the same formula, charge and spin (kcal per mole) = 72.03
- net charge = 0
- HOMO level (eV) = -10.03
- largest force on an atom (eV Å⁻¹) = 3.3
- E_LUMO (Eh) = 0.0208
- energy (eV) = -10984.7277


3.
This record from OMol25 describes a cluster of 2 separate species, C6H13NO3 in total at a distorted geometry. The level of theory is ωB97M-V/def2-TZVPD.

XYZ file:
```
23
C6H13NO3 (ωB97M-V/def2-TZVPD)
C 1.852 0.054 -1.991
C 0.337 -0.036 -1.992
C -0.277 -1.420 -1.733
O -0.940 -0.963 -0.539
C -0.440 0.381 -0.722
C 0.334 0.887 0.474
C -0.549 1.177 1.677
O -1.606 1.799 1.560
H 2.293 -0.483 -1.139
H 2.254 -0.393 -2.911
H 2.188 1.100 -1.951
H -0.066 0.449 -2.890
H -0.998 -1.770 -2.485
H 0.442 -2.223 -1.511
H -1.277 1.064 -0.932
H 1.120 0.184 0.780
H 0.829 1.831 0.197
O 0.242 1.396 2.763
H -0.184 2.049 3.334
N -1.303 -1.061 2.433
H -1.537 -1.601 1.596
H -2.125 -0.885 3.005
H -0.584 -1.534 2.976
```

- structure (SMILES) = C[C@H]1CO[C@H]1CC(=O)O.N
- Kohn-Sham gap (eV) = 10.4053
- energy above the lowest of the compared OMol25 structures with the same formula, charge and spin (kcal per mole) = 45.07
- net charge = 0
- HOMO level (eV) = -9.55
- largest force on an atom (eV Å⁻¹) = 4.1
- E_LUMO (Eh) = 0.0314
- energy (eV) = -14064.6748


4.
This record from OMol25 describes a structure of composition C3H5N2O at a distorted geometry. The level of theory is ωB97M-V/def2-TZVPD.

XYZ file:
```
11
C3H5N2O (ωB97M-V/def2-TZVPD)
C 0.625 -0.754 -0.517
C 0.364 0.932 -1.567
C -0.735 -0.225 1.495
N 1.059 -0.128 -1.583
N -0.222 -0.060 0.172
O -0.400 1.058 -0.525
H 1.109 -1.718 -0.313
H 0.462 1.687 -2.286
H -1.771 0.154 1.489
H -0.544 -1.272 1.579
H 0.053 0.326 2.056
```

- Kohn-Sham gap (eV) = 12.1480
- energy above the lowest of the compared OMol25 structures with the same formula, charge and spin (kcal per mole) = 69.40
- net charge = +1
- HOMO level (eV) = -17.07
- largest force on an atom (eV Å⁻¹) = 3.6
- E_LUMO (Eh) = -0.1810
- energy (eV) = -8210.1840


5.
This record from OMol25 describes a structure of composition C25H18BrFeN3O3Te. The level of theory is ωB97M-V/def2-TZVPD.

XYZ file:
```
52
C25H18BrFeN3O3Te (ωB97M-V/def2-TZVPD)
Fe 0.198 0.566 -0.595
C 4.311 -0.125 -1.093
C 3.049 0.402 -0.909
N 1.961 -0.376 -0.771
C 2.127 -1.700 -0.768
C 3.363 -2.314 -0.914
C 4.470 -1.501 -1.108
C 3.479 -3.784 -0.927
C 2.876 -4.664 -0.127
C 2.034 -4.399 1.057
C 1.113 -5.352 1.477
C 0.377 -5.063 2.612
N 0.535 -3.935 3.296
C 1.442 -3.092 2.814
N 2.198 -3.260 1.738
H 5.154 0.539 -1.218
H 2.880 1.469 -0.865
H 1.228 -2.290 -0.660
H 5.449 -1.941 -1.250
H 4.118 -4.185 -1.708
H 3.022 -5.716 -0.347
H 0.976 -6.278 0.936
H -0.364 -5.760 2.989
H 1.583 -2.167 3.362
O -0.712 -0.840 1.772
C -0.333 -0.282 0.859
Te -1.129 -1.188 -1.920
C -3.079 -0.766 -1.219
C -3.639 0.502 -1.354
C -4.921 0.755 -0.884
C -5.661 -0.255 -0.286
C -5.110 -1.522 -0.157
C -3.825 -1.775 -0.616
H -3.069 1.294 -1.821
H -5.344 1.746 -0.992
H -6.661 -0.056 0.077
H -5.680 -2.317 0.309
H -3.398 -2.764 -0.501
Br 2.642 4.794 -0.327
C 0.823 5.269 -0.082
C 0.561 6.618 0.102
C -0.746 7.058 0.245
C -1.796 6.155 0.187
C -1.529 4.812 -0.009
C -0.220 4.347 -0.133
C -0.052 2.878 -0.296
O 0.993 2.266 0.082
O -0.994 2.187 -0.802
H 1.383 7.319 0.127
H -0.938 8.112 0.395
H -2.818 6.495 0.291
H -2.329 4.087 -0.066
```

- Kohn-Sham gap (eV) = 6.6772
- energy above the lowest of the compared OMol25 structures with the same formula, charge and spin (kcal per mole) = 0.00
- net charge = 0
- HOMO level (eV) = -7.13
- largest force on an atom (eV Å⁻¹) = 0.5
- E_LUMO (Eh) = -0.0165
- energy (eV) = -148552.9923


6.
This record from OMol25 describes an isolated molecule of C4H5NO2 at a distorted geometry. The level of theory is ωB97M-V/def2-TZVPD.

XYZ file:
```
12
C4H5NO2 (ωB97M-V/def2-TZVPD)
C -0.555 -0.131 0.073
N -0.624 -1.305 -0.706
C 0.230 0.999 -0.474
C 1.429 1.161 0.111
O -1.752 0.248 0.596
C 1.678 0.098 1.115
O 0.632 -0.564 1.311
H -2.352 -0.512 0.626
H -0.829 -2.125 -0.135
H 0.231 -1.473 -1.223
H -0.224 1.659 -1.193
H 2.136 1.945 -0.100
```

- Kohn-Sham gap (eV) = 7.7171
- energy above the lowest of the compared OMol25 structures with the same formula, charge and spin (kcal per mole) = 81.60
- net charge = 0
- HOMO level (eV) = -7.55
- largest force on an atom (eV Å⁻¹) = 1.8
- E_LUMO (Eh) = 0.0063
- energy (eV) = -9810.7763


7.
This record from OMol25 describes a structure of composition C3HLiO4Tl at a distorted geometry. The level of theory is ωB97M-V/def2-TZVPD.

XYZ file:
```
10
C3HLiO4Tl (ωB97M-V/def2-TZVPD)
O 1.051 -1.469 0.020
C 0.054 -1.643 0.617
O -0.654 -1.755 1.535
Tl 2.252 -0.607 -1.937
O 1.075 1.170 -1.321
C 0.462 1.316 -0.125
C -0.685 1.193 0.329
O -1.765 0.615 0.663
Li -2.179 -0.396 2.195
H 0.390 1.575 -1.976
```

- Kohn-Sham gap (eV) = 7.1637
- energy above the lowest of the compared OMol25 structures with the same formula, charge and spin (kcal per mole) = 20.86
- net charge = +1
- HOMO level (eV) = -11.21
- largest force on an atom (eV Å⁻¹) = 4.4
- E_LUMO (Eh) = -0.1486
- energy (eV) = -16206.9645


8.
This record from OMol25 describes a cluster of 8 separate species, C34H89N9O8 in total at a distorted geometry. The level of theory is ωB97M-V/def2-TZVPD.

XYZ file:
```
140
C34H89N9O8 (ωB97M-V/def2-TZVPD)
C 23.034 19.807 8.468
C 23.989 18.853 7.710
C 23.342 17.537 7.746
C 22.246 17.293 6.719
C 22.592 17.675 5.291
C 23.363 19.017 5.288
N 24.395 19.143 6.338
O 24.995 20.373 6.243
C 24.025 19.108 3.890
C 22.247 20.123 5.267
C 25.318 18.725 8.573
H 23.042 19.515 9.518
H 22.043 19.966 8.041
H 23.557 20.763 8.476
H 24.158 16.842 7.546
H 22.855 17.288 8.688
H 21.399 17.951 6.914
H 21.909 16.256 6.721
H 21.677 17.739 4.704
H 23.128 16.874 4.783
H 24.431 20.084 3.621
H 24.947 18.529 3.830
H 23.365 18.637 3.162
H 21.915 20.288 4.242
H 21.385 20.033 5.928
H 22.778 21.034 5.545
H 25.879 17.835 8.288
H 25.106 18.474 9.612
H 25.947 19.614 8.528
H 24.391 21.100 6.412
C 20.743 23.158 10.307
O 19.876 22.595 9.654
N 21.467 22.457 11.121
N 21.156 24.405 10.306
H 21.039 21.544 11.178
H 22.145 22.721 11.822
H 21.724 24.694 11.090
H 20.633 25.122 9.825
C 22.456 27.829 7.828
C 23.722 27.917 8.694
C 24.313 29.388 8.548
O 25.425 29.514 9.382
C 26.493 28.670 9.089
N 23.263 27.629 10.027
H 21.901 28.767 7.803
H 21.881 26.956 8.137
H 22.795 27.708 6.799
H 24.562 27.294 8.389
H 23.493 30.047 8.833
H 24.688 29.681 7.567
H 26.681 28.578 8.020
H 26.293 27.661 9.452
H 27.401 29.054 9.553
H 23.899 28.200 10.565
H 22.374 28.104 10.104
C 29.441 24.301 9.596
C 30.833 24.739 9.907
C 30.961 25.930 10.921
O 30.164 27.037 10.546
C 30.548 27.630 9.306
N 31.617 23.569 10.331
H 28.973 23.687 10.365
H 29.313 23.834 8.620
H 28.704 25.100 9.677
H 31.302 25.087 8.987
H 31.993 26.240 11.085
H 30.548 25.625 11.883
H 29.940 28.512 9.108
H 30.453 26.930 8.476
H 31.576 27.990 9.343
H 32.214 23.895 11.077
H 31.043 22.899 10.821
C 23.826 18.904 17.078
C 23.089 18.071 16.034
C 23.644 16.635 15.887
O 24.811 16.709 15.185
C 25.498 15.511 15.039
N 21.705 18.020 16.458
H 23.543 19.955 17.131
H 24.891 18.852 16.848
H 23.607 18.576 18.094
H 23.103 18.661 15.118
H 22.968 15.965 15.354
H 23.814 16.314 16.915
H 26.282 15.484 14.283
H 24.860 14.636 14.914
H 25.934 15.358 16.026
H 21.108 18.011 15.643
H 21.551 18.939 16.847
C 17.599 22.816 13.141
C 18.773 21.942 13.613
C 18.769 21.598 15.119
O 19.179 22.642 15.950
C 20.510 23.130 15.790
N 18.758 20.778 12.771
H 17.699 23.346 12.194
H 17.546 23.614 13.881
H 16.639 22.311 13.250
H 19.730 22.351 13.292
H 19.445 20.771 15.340
H 17.754 21.262 15.331
H 20.700 23.645 14.848
H 21.188 22.284 15.680
H 20.804 23.903 16.501
H 17.896 20.286 12.958
H 18.505 21.188 11.883
C 23.886 29.764 14.819
C 24.628 29.452 13.482
C 25.236 28.085 13.411
O 26.286 27.890 14.359
C 27.202 26.867 14.048
N 23.889 29.931 12.316
H 22.928 29.248 14.750
H 23.689 30.825 14.971
H 24.392 29.451 15.732
H 25.408 30.211 13.415
H 25.585 27.936 12.389
H 24.457 27.334 13.537
H 26.877 25.881 14.379
H 28.106 27.022 14.638
H 27.583 26.777 13.031
H 23.666 30.862 12.640
H 24.543 30.138 11.574
C 25.918 22.840 10.147
C 24.811 23.808 10.636
C 24.612 23.646 12.201
O 24.103 22.383 12.520
C 24.276 21.843 13.768
N 25.020 25.243 10.214
H 26.041 23.120 9.101
H 25.585 21.804 10.214
H 26.805 22.871 10.780
H 23.890 23.431 10.191
H 23.804 24.363 12.349
H 25.487 23.966 12.767
H 23.684 22.389 14.502
H 25.311 21.905 14.106
H 24.188 20.757 13.739
H 24.192 25.821 10.201
H 25.474 25.205 9.313
```

- <S²> = 0.75
- Kohn-Sham gap (spin up / spin down) (eV) = 8.0961 / 3.0355
- net charge = +1
- HOMO level (spin up / spin down) (eV) = -10.60 / -10.60
- largest force on an atom (eV Å⁻¹) = 5.4
- E_LUMO (spin up / spin down) (Eh) = -0.0920 / -0.2780
- spin multiplicity = 2
- energy (eV) = -66476.9673


9.
This record from OMol25 describes a cluster of 6 separate species, C2H14O5 in total at a distorted geometry. The level of theory is ωB97M-V/def2-TZVPD.

XYZ file:
```
21
C2H14O5 (ωB97M-V/def2-TZVPD)
C -1.385 2.890 0.340
C -1.614 1.616 0.547
H -2.062 3.707 0.467
H -0.433 3.275 0.028
H -2.573 1.244 0.895
H -0.843 0.858 0.494
H 0.714 0.875 1.536
H 0.597 0.090 2.770
O 1.053 0.868 2.449
H -1.048 -4.082 -1.005
H -0.441 -2.890 -0.399
O -1.314 -3.271 -0.549
H -0.285 -1.793 -1.646
H -1.649 -1.545 -2.184
O -0.768 -1.134 -2.166
H 1.611 -0.824 -1.032
H 2.008 -1.848 0.088
O 1.436 -1.696 -0.666
H 2.159 1.598 -0.628
H 2.574 1.248 0.729
O 2.263 0.812 -0.068
```

- structure (SMILES) = C=C.O.O.O.O.O
- Kohn-Sham gap (eV) = 10.6125
- energy above the lowest of the compared OMol25 structures with the same formula, charge and spin (kcal per mole) = 38.56
- net charge = 0
- HOMO level (eV) = -10.25
- largest force on an atom (eV Å⁻¹) = 1.4
- E_LUMO (Eh) = 0.0132
- energy (eV) = -12537.4852


10.
This record from OMol25 describes a cluster of 12 separate species, C52H76BF4NO23S2 in total at a distorted geometry. The level of theory is ωB97M-V/def2-TZVPD.

XYZ file:
```
159
C52H76BF4NO23S2 (ωB97M-V/def2-TZVPD)
C 0.820 -0.323 -1.913
C -0.353 -0.384 -0.948
N 0.023 -0.980 0.404
C -1.240 -1.268 1.163
C 0.799 -2.256 0.197
C 1.030 -3.097 1.449
C 0.885 -0.007 1.190
C 0.258 1.294 1.576
O 0.147 2.144 0.459
C -0.535 3.355 0.745
H 1.076 -1.310 -2.291
H 1.713 0.179 -1.538
H 0.474 0.290 -2.749
H -1.037 -1.147 -1.326
H -0.823 0.574 -0.785
H -1.765 -0.331 1.304
H -0.987 -1.771 2.081
H -1.775 -1.877 0.433
H 1.772 -1.928 -0.158
H 0.266 -2.869 -0.530
H 0.109 -3.472 1.892
H 1.744 -2.618 2.115
H 1.470 -4.035 1.093
H 1.820 0.144 0.647
H 1.142 -0.674 2.015
H 0.836 1.743 2.396
H -0.722 1.163 2.058
H -0.977 3.692 -0.192
H 0.185 4.099 1.100
H -1.357 3.233 1.455
O 7.995 -6.319 0.538
C 6.846 -6.474 0.845
O 5.898 -7.028 0.098
B 4.592 -6.928 0.788
O 4.924 -6.396 2.125
C 6.218 -6.098 2.198
O 6.769 -5.652 3.149
O 3.651 -6.038 0.070
C 2.492 -6.648 -0.070
O 1.479 -6.169 -0.477
C 2.685 -8.115 0.399
O 3.933 -8.234 0.833
O 1.881 -8.989 0.268
F 4.248 -1.929 2.788
C 4.209 -0.601 2.631
C 3.429 0.170 3.460
C 3.441 1.559 3.338
C 4.099 2.154 2.275
C 4.828 1.357 1.399
C 4.854 -0.022 1.554
H 2.891 -0.273 4.292
H 2.797 2.075 4.040
H 4.048 3.230 2.174
H 5.402 1.791 0.594
H 5.435 -0.625 0.868
F -6.543 -3.917 -0.161
C -5.856 -3.422 0.891
C -6.465 -2.541 1.762
C -5.695 -1.952 2.757
C -4.386 -2.350 2.985
C -3.817 -3.269 2.107
C -4.526 -3.791 1.035
H -7.519 -2.303 1.715
H -6.207 -1.236 3.390
H -3.853 -2.117 3.897
H -2.767 -3.516 2.221
H -4.120 -4.531 0.360
F 1.306 3.152 -4.588
C -0.011 3.146 -4.308
C -0.420 2.880 -3.012
C -1.784 2.684 -2.821
C -2.685 2.732 -3.870
C -2.280 3.243 -5.100
C -0.920 3.371 -5.330
H 0.332 2.807 -2.236
H -2.129 2.365 -1.843
H -3.738 2.567 -3.671
H -2.981 3.431 -5.901
H -0.520 3.578 -6.316
F 4.127 -2.849 -5.901
C 3.715 -3.196 -4.662
C 4.627 -3.126 -3.630
C 4.189 -3.482 -2.360
C 2.858 -3.783 -2.094
C 1.975 -3.863 -3.159
C 2.409 -3.563 -4.449
H 5.679 -2.911 -3.748
H 4.857 -3.283 -1.530
H 2.561 -3.921 -1.067
H 0.911 -4.048 -3.091
H 1.742 -3.647 -5.298
C -4.597 -0.993 -1.351
S -4.668 0.272 -0.082
O -3.416 1.035 -0.447
C -5.918 1.305 -0.868
H -5.517 -1.584 -1.393
H -3.821 -1.713 -1.092
H -4.370 -0.471 -2.276
H -5.854 1.320 -1.955
H -5.714 2.333 -0.562
H -6.928 1.074 -0.523
C -3.105 -3.866 -4.356
S -1.686 -4.684 -3.603
O -1.487 -3.852 -2.367
C -2.567 -6.167 -3.132
H -3.491 -4.479 -5.170
H -2.879 -2.844 -4.644
H -3.846 -3.814 -3.561
H -3.356 -5.908 -2.427
H -1.880 -6.868 -2.660
H -2.984 -6.653 -4.015
C 4.432 0.548 -3.769
O 3.997 1.025 -2.488
C 3.886 2.342 -2.344
O 4.143 3.180 -3.160
O 3.396 2.551 -1.123
C 3.275 3.894 -0.699
H 5.504 0.383 -3.720
H 4.105 1.253 -4.537
H 3.906 -0.361 -4.059
H 4.245 4.326 -0.464
H 2.597 3.989 0.149
H 2.743 4.508 -1.430
C -3.693 2.528 2.633
O -3.589 3.939 2.436
C -3.180 4.629 3.498
O -3.021 4.214 4.613
O -3.021 5.898 3.146
C -2.380 6.783 4.055
H -4.087 2.314 3.623
H -2.784 1.970 2.425
H -4.452 2.201 1.925
H -3.146 7.186 4.715
H -1.935 7.590 3.482
H -1.604 6.253 4.602
C 0.415 9.296 0.108
O -0.182 8.219 -0.602
C 0.438 7.035 -0.595
O 1.416 6.764 0.043
O -0.114 6.191 -1.451
C -0.965 6.609 -2.519
H -0.346 9.741 0.755
H 0.732 10.044 -0.612
H 1.177 8.947 0.801
H -2.004 6.610 -2.205
H -0.794 5.885 -3.312
H -0.612 7.579 -2.856
C -0.598 -2.348 5.105
O 0.066 -1.111 5.278
C -0.543 -0.045 4.802
O -1.506 -0.014 4.072
O 0.099 1.025 5.262
C -0.340 2.310 4.883
H -0.625 -2.598 4.038
H -1.636 -2.362 5.438
H -0.042 -3.153 5.572
H 0.499 2.932 4.570
H -0.745 2.851 5.745
H -1.155 2.304 4.164
```

- Kohn-Sham gap (eV) = 8.3699
- energy above the lowest of the compared OMol25 structures with the same formula, charge and spin (kcal per mole) = 0.00
- net charge = 0
- HOMO level (eV) = -8.65
- largest force on an atom (eV Å⁻¹) = 1.9
- E_LUMO (Eh) = -0.0103
- energy (eV) = -136958.4289